C24H31N2O4PS2 | wB97M-V/def2-TZVPD

- Highest occupied orbital energy: -6.42 eV
- Multiplicity: 1
- Charge: 0
- Frontier orbital gap: 5.3185 eV
- DFT total energy: -2481.1938 a.u.
- LUMO: -1.11 eV
- Molar mass: 506.6 u

Geometry (Å):
1 H 3.54 -1.72 -3.41
2 C 2.24 -2.10 1.25
3 H -5.52 1.68 -0.34
4 C -4.73 2.61 -2.14
5 H 5.51 -0.22 -3.01
6 H 0.45 1.68 3.02
7 N -0.69 0.16 2.15
8 H -2.47 -0.02 5.08
9 C 1.66 -3.32 0.58
10 C -3.02 -0.58 2.56
11 O 0.84 -2.25 -2.28
12 S 0.27 1.68 -2.37
13 C -3.76 2.54 -3.15
14 H 4.12 -2.46 0.27
15 C 2.15 -0.14 -3.08
16 H 2.57 0.43 2.09
17 H 1.34 -3.10 -0.43
18 C -2.26 1.77 3.03
19 C 3.42 -0.67 -3.15
20 H 3.45 -3.31 2.53
21 H 0.85 -3.75 1.18
22 H 1.92 -2.85 3.29
23 H -1.88 -1.28 -1.69
24 C -1.55 -0.11 4.49
25 O 0.05 2.18 -1.01
26 H 2.79 3.05 -2.18
27 H -3.83 3.16 -4.02
28 O -0.04 2.51 -3.52
29 H -2.03 1.52 -3.84
30 C 4.29 1.51 -2.58
31 C -4.74 1.68 -1.09
32 H -0.80 0.53 4.97
33 O 0.25 -1.38 -4.57
34 C -0.35 0.06 -2.48
35 H 3.28 -1.68 3.17
36 C 1.96 1.15 -2.62
37 H 3.15 -1.19 -0.49
38 P -0.41 -1.13 1.12
39 C 3.01 2.01 -2.41
40 H -2.77 -1.63 2.64
41 C -1.54 -0.25 -1.68
42 H -2.44 2.11 2.00
43 H -3.87 -0.38 3.22
44 C -2.70 0.77 -1.91
45 N 1.26 -0.97 1.27
46 H -1.03 -0.19 -0.70
47 C 4.49 0.19 -2.94
48 H -5.51 3.41 -2.17
49 C 2.74 -2.48 2.65
50 H 5.14 2.17 -2.38
51 C 0.47 0.83 2.45
52 C -3.77 0.69 -1.04
53 H 2.47 -4.07 0.52
54 C 3.45 -1.60 0.47
55 H -3.19 1.89 3.59
56 H -1.49 2.40 3.50
57 S 0.66 -1.16 -3.17
58 H 4.03 -0.85 1.04
59 C -2.72 1.62 -3.03
60 C -1.89 0.30 3.05
61 H -1.23 -1.16 4.55
62 H -3.33 -0.32 1.56
63 H -3.85 -0.18 -0.38
64 C 1.58 0.17 1.95



C2H3IN2 | wB97M-V/def2-TZVPD

- Highest occupied orbital energy (alpha / beta): -10.08 / -7.25 eV
- Energy above the lowest of the compared OMol25 structures with the same formula, charge and spin: 2.411 eV
- Multiplicity: 1
- Charge: 0
- Frontier orbital gap (alpha / beta): 9.9508 / 4.2323 eV
- DFT total energy: -485.0692 a.u.
- LUMO (alpha / beta): -0.13 / -3.02 eV
- Molar mass: 182.0 u

Geometry (Å):
1 N 0.66 1.40 1.53
2 C -0.06 0.93 0.70
3 N -0.59 -1.23 -0.08
4 I 0.93 -2.36 -3.90
5 H 1.46 2.07 1.79
6 H 0.35 -1.30 0.10
7 C -0.94 0.01 0.16
8 H -1.82 0.50 -0.29



ClH22NaO15 | wB97M-V/def2-TZVPD

- Highest occupied orbital energy: -9.99 eV
- Multiplicity: 1
- Charge: 0
- Frontier orbital gap: 7.7004 eV
- DFT total energy: -1764.0474 a.u.
- LUMO: -2.29 eV
- Molar mass: 320.6 u

Geometry (Å):
1 O 3.03 1.70 -2.79
2 H 2.57 -0.84 2.20
3 O 3.32 -2.55 0.06
4 Cl -0.02 0.41 0.13
5 H 0.64 3.56 0.88
6 H 3.90 -1.34 2.75
7 O -0.71 4.15 -0.75
8 H 2.78 1.60 -1.87
9 O -0.62 1.21 1.17
10 O 0.90 1.24 -0.61
11 H -3.09 -0.10 -2.26
12 H 1.27 -0.50 -4.15
13 H -0.40 3.29 -1.07
14 H 2.66 -2.03 -0.40
15 O 0.30 -2.72 -1.62
16 H 0.62 0.25 -3.00
17 O 0.44 -0.41 -3.68
18 H 0.10 -2.24 2.30
19 H -1.65 4.02 -0.57
20 H 1.06 4.73 1.77
21 O -0.40 -2.34 3.12
22 H -4.10 0.75 2.19
23 H -2.78 0.73 1.41
24 H -0.28 -2.60 -2.38
25 O -3.33 -0.82 -2.85
26 O 2.97 -1.58 2.67
27 H 0.49 -1.82 -1.33
28 O 0.77 -0.69 0.62
29 Na -0.66 2.66 3.59
30 H -3.30 -1.49 1.35
31 O -0.98 -0.07 -0.83
32 H -0.96 -3.11 2.96
33 H 3.81 1.14 -2.89
34 O 1.02 3.77 1.75
35 O -3.31 0.22 2.05
36 O -2.92 -2.29 0.94
37 H -2.09 -2.00 0.54
38 H 2.98 -2.61 0.97
39 H -4.02 -1.30 -2.38



C68H83B2BrF4N12O9 | wB97M-V/def2-TZVPD

- Highest occupied orbital energy: -8.47 eV
- Multiplicity: 1
- Charge: 0
- Frontier orbital gap: 8.6368 eV
- DFT total energy: -6998.3901 a.u.
- LUMO: 0.17 eV
- Molar mass: 1390.0 u

Geometry (Å):
1 H 5.10 3.79 -0.25
2 H -2.02 -3.77 1.66
3 C 0.41 10.11 -9.26
4 C -2.87 2.19 0.93
5 H 0.78 -3.57 -2.47
6 N 1.33 2.04 0.09
7 H 1.22 7.92 -4.01
8 O -3.72 -4.42 -3.99
9 H -3.20 -5.23 -4.15
10 O 2.55 1.54 -1.78
11 H 6.66 5.87 2.91
12 C -2.05 -4.30 4.83
13 H 1.48 -5.05 0.07
14 H 9.34 0.17 6.30
15 C 7.05 2.59 2.23
16 H -3.63 -1.03 5.90
17 H 9.06 -1.85 -1.70
18 H -7.94 2.69 0.32
19 H -2.83 3.36 -4.32
20 H -5.45 5.03 3.80
21 F 2.48 -5.44 -4.48
22 C 1.58 -1.78 -1.38
23 C 1.30 -2.61 -2.69
24 C 9.90 -1.91 6.37
25 H 1.52 4.02 0.86
26 C -0.76 9.37 -7.46
27 C 8.30 -2.05 4.18
28 C 2.36 1.53 1.06
29 H -0.78 -2.56 1.22
30 H -2.64 8.37 -7.81
31 H -3.24 2.99 -1.07
32 O -2.10 -2.75 -3.11
33 N -5.34 3.85 2.13
34 H -2.45 1.26 2.94
35 C -3.89 -3.16 5.80
36 H -2.88 -4.47 -1.50
37 C -4.53 4.96 8.17
38 H 8.75 -4.15 4.11
39 C -0.41 -10.25 2.62
40 H -2.45 8.64 -10.29
41 N -0.09 6.41 -3.57
42 C 7.04 -4.30 -0.54
43 H 7.79 3.84 3.82
44 H 7.93 -3.94 -2.46
45 H 7.52 1.68 2.59
46 N -1.37 -3.17 4.63
47 H -4.48 -3.80 -0.84
48 N 0.32 9.98 -7.94
49 C 6.58 4.91 2.41
50 H 1.20 3.95 -0.97
51 H 6.53 -5.21 -0.84
52 C -2.55 0.05 -4.38
53 C -5.26 4.23 9.10
54 B -3.29 1.48 -4.22
55 H 8.73 -1.12 0.66
56 H 0.04 -11.16 3.00
57 O -0.76 -1.80 -1.31
58 H 1.88 1.00 1.93
59 N -5.03 -0.62 -1.78
60 C -2.74 -1.55 -2.55
61 C 0.16 5.62 -6.23
62 H -1.41 -11.21 0.98
63 C 8.44 -2.43 -1.03
64 H 1.85 -2.43 -0.52
65 H -0.43 9.78 -11.22
66 H 1.51 7.29 -6.41
67 H 3.04 0.77 0.59
68 C -7.43 3.22 1.11
69 H 6.31 -4.32 1.49
70 H 0.45 -8.97 4.13
71 N -2.70 0.92 -1.08
72 H -3.39 -2.34 0.67
73 C -1.78 8.86 -8.26
74 C -6.04 4.52 3.05
75 N -6.21 4.55 6.50
76 H -0.81 9.28 -6.38
77 H -3.81 -5.30 5.54
78 C -2.95 2.09 -0.49
79 C -2.64 -2.67 -0.10
80 C 3.20 -4.00 -2.62
81 C 6.91 -3.80 0.75
82 H -1.55 -5.21 4.51
83 C -1.21 -10.28 1.50
84 C -1.95 -2.04 5.01
85 C -0.75 5.35 -4.06
86 H 1.04 -3.63 1.14
87 H -7.05 3.08 9.42
88 C -6.46 3.66 8.72
89 H 4.27 -3.70 -2.46
90 O 2.55 -2.98 -3.34
91 C 0.26 -0.95 -1.00
92 O -2.62 2.61 -3.73
93 C -3.38 -3.94 -0.67
94 C 5.71 3.76 0.65
95 C 7.82 -3.59 -1.45
96 H -1.38 4.83 -3.34
97 O -4.66 1.66 -4.53
98 H 6.14 1.66 0.51
99 H -5.14 0.90 -4.15
100 H 10.53 -1.82 7.24
101 C 0.73 -4.64 0.78
102 C 7.20 3.78 2.91
103 N 7.51 -2.68 1.17
104 H 3.00 2.34 1.47
105 C 8.91 -3.21 4.62
106 H -1.74 -3.61 -5.82
107 C 0.86 6.72 -5.76
108 H 1.30 10.61 -9.62
109 H -7.82 3.41 7.07
110 C -3.21 -1.98 5.61
111 N -1.55 -7.90 1.64
112 O -2.46 -3.03 -5.51
113 C -2.14 -1.51 -1.05
114 O -2.02 -0.54 -3.25
115 H -3.12 3.17 1.39
116 C 1.51 1.35 -1.18
117 F 4.50 -5.75 -3.68
118 H 2.81 3.59 -0.28
119 C -6.89 3.85 7.42
120 H 2.77 -4.18 -1.60
121 H -4.77 -2.55 -2.45
122 H -1.99 -0.98 1.76
123 C -1.47 -3.32 0.79
124 H -1.21 4.05 -5.70
125 C -0.70 -4.50 0.10
126 H -9.21 3.96 2.05
127 C -0.18 -9.04 3.25
128 C -8.13 3.93 2.07
129 H -2.39 -9.06 0.17
130 C 0.47 0.39 -1.80
131 C -0.77 -7.90 2.73
132 H 0.26 5.31 -7.27
133 C -2.39 -0.13 -0.31
134 Br -1.00 0.41 -5.61
135 H 0.63 -5.28 1.69
136 C -0.56 9.65 -10.15
137 N 5.84 4.92 1.29
138 H -7.94 5.16 3.83
139 C 9.73 -3.14 5.74
140 C -0.66 4.91 -5.37
141 H -4.53 5.66 6.13
142 C 8.26 -2.02 0.29
143 H 0.65 -2.03 -3.39
144 H -0.67 -4.45 -1.01
145 H -5.14 -1.11 -0.89
146 C -3.31 -4.35 5.41
147 C 3.21 -5.39 -3.34
148 C -7.43 4.59 3.06
149 H 2.44 -1.11 -1.59
150 C 6.29 2.57 1.07
151 H -3.59 5.42 8.43
152 C -2.50 1.14 1.84
153 C 0.70 7.07 -4.43
154 C -5.05 5.09 6.90
155 H 7.65 -2.06 3.31
156 C -6.04 3.21 1.18
157 H -3.22 -0.58 -5.02
158 H -5.45 2.67 0.45
159 N 8.45 -0.86 4.77
160 H -5.98 -0.60 -2.15
161 H -4.69 -1.34 -3.70
162 C -4.28 -1.57 -2.67
163 C 9.24 -0.81 5.85
164 H -0.62 -6.93 3.18
165 H -1.26 -5.46 0.34
166 H -4.88 4.11 10.12
167 C -1.67 9.01 -9.63
168 C -2.24 -0.11 1.14
169 F 0.53 -0.64 0.37
170 H -0.45 0.97 -2.03
171 H 0.89 0.09 -2.80
172 H 10.22 -4.02 6.12
173 F 2.77 -6.39 -2.49
174 C -1.75 -9.08 1.05
175 C 1.70 3.48 -0.10
176 B -2.75 -3.37 -4.16
177 H -4.88 -3.16 6.26
178 H -3.38 -4.69 0.17
179 H -1.38 -1.13 4.84



C4H9F3NO5S | wB97M-V/def2-TZVPD

- Highest occupied orbital energy: -3.14 eV
- Multiplicity: 1
- Charge: -1
- Frontier orbital gap: 5.1304 eV
- DFT total energy: -1286.4589 a.u.
- LUMO: 1.99 eV
- Molar mass: 240.2 u

Geometry (Å):
1 C -1.05 0.84 0.86
2 F -2.84 1.92 -1.83
3 O 0.78 -1.79 1.08
4 C -0.90 0.09 -0.45
5 C -1.97 3.05 0.20
6 F -2.68 4.10 -1.88
7 H 4.93 -3.73 0.97
8 H -0.25 0.50 1.52
9 F -0.88 2.87 -1.97
10 H 4.74 -2.52 -0.24
11 O -0.88 2.25 0.74
12 H -1.99 0.57 1.37
13 H -0.07 0.49 -1.04
14 H -1.81 0.16 -1.05
15 N 4.22 -3.22 0.36
16 C -2.11 2.97 -1.37
17 O 3.34 -2.53 1.12
18 H -1.54 4.06 0.32
19 H -0.72 -0.97 -0.27
20 S 1.81 -2.73 0.35
21 H 1.55 -4.82 -0.26
22 O 1.42 -4.39 0.64
23 O -3.10 2.80 0.85



C13H34ClIN3OP2Ru | wB97M-V/def2-TZVPD

- Highest occupied orbital energy (alpha / beta): -14.00 / -14.53 eV
- Energy above the lowest of the compared OMol25 structures with the same formula, charge and spin: 0.388 eV
- Multiplicity: 6
- Charge: +2
- Frontier orbital gap (alpha / beta): 9.2268 / 5.3166 eV
- DFT total energy: -2290.0608 a.u.
- LUMO (alpha / beta): -4.77 / -9.22 eV
- Molar mass: 573.8 u

Geometry (Å):
1 H -2.80 1.54 1.17
2 H -3.26 -0.09 -2.36
3 H -3.10 -0.18 3.49
4 H -4.04 -0.98 -0.02
5 H 3.11 1.04 -2.04
6 C 0.10 0.32 -6.07
7 H 1.87 1.79 1.83
8 C -0.35 -0.50 3.58
9 C 1.53 -0.75 5.18
10 N 0.87 -1.00 3.90
11 H 2.40 -2.15 3.04
12 H -0.78 -0.22 -6.46
13 H -1.87 -1.20 -2.44
14 Ru 0.09 -0.81 0.49
15 H 2.00 2.61 0.25
16 H 1.12 -1.57 1.93
17 H 3.46 1.88 0.98
18 H 3.45 -1.40 1.06
19 H -1.39 0.46 2.21
20 N -1.26 -0.37 4.58
21 H -0.78 -0.77 6.60
22 C -1.24 -1.25 5.74
23 C 2.10 0.69 -1.77
24 H 3.14 -1.79 -0.66
25 H 4.29 -0.47 -0.24
26 O -0.01 1.42 -3.92
27 C -3.04 -1.31 0.29
28 H -2.39 1.36 4.08
29 C -2.54 0.29 4.32
30 H 0.08 1.35 -6.47
31 H -1.82 2.30 -0.14
32 H 0.92 -0.06 5.79
33 H -2.81 -2.30 -0.14
34 Cl 0.32 -2.79 -0.60
35 H -3.13 0.22 5.23
36 C 1.77 -1.29 2.79
37 H -2.28 -1.50 5.99
38 C 0.08 0.40 -4.56
39 H -0.71 -2.18 5.52
40 H 2.51 -0.29 5.02
41 H 1.33 1.42 -2.07
42 H 1.70 -1.69 5.74
43 C 3.35 -0.97 0.05
44 H 0.99 -0.19 -6.45
45 P 1.94 0.23 -0.03
46 H -2.98 -1.36 1.39
47 I 0.25 -1.66 -3.69
48 C -2.19 -0.19 -2.13
49 P -1.81 -0.11 -0.36
50 H -3.46 1.65 -0.50
51 H 1.90 -0.25 -2.33
52 N -0.62 -0.19 2.32
53 C -2.54 1.50 0.09
54 C 2.37 1.77 0.85
55 H 2.41 -0.41 2.62
56 H -1.61 0.59 -2.64



C5H9NO2 | wB97M-V/def2-TZVPD

- Highest occupied orbital energy: -10.98 eV
- Energy above the lowest of the compared OMol25 structures with the same formula, charge and spin: 0.650 eV
- Multiplicity: 1
- Charge: 0
- Frontier orbital gap: 11.5515 eV
- DFT total energy: -401.1529 a.u.
- LUMO: 0.57 eV
- Molar mass: 115.1 u

Geometry (Å):
1 H -1.66 -1.75 -0.31
2 N 1.59 2.06 2.09
3 C -0.75 0.72 -0.14
4 H 1.71 -1.60 -0.96
5 C -0.66 0.81 1.37
6 H -1.80 0.76 -0.45
7 H -0.06 -1.29 -2.53
8 C 1.35 -0.67 -0.53
9 O -0.51 -0.56 -2.08
10 C -0.16 -0.58 -0.72
11 H -0.58 -0.14 1.91
12 H 1.84 0.16 -1.02
13 H 1.60 -0.64 0.53
14 O -0.72 -1.71 -0.09
15 C 0.61 1.55 1.77
16 H -0.27 1.58 -0.61
17 H -1.53 1.31 1.79



C4H8NO | wB97M-V/def2-TZVPD

- Highest occupied orbital energy (alpha / beta): -12.03 / -16.64 eV
- Energy above the lowest of the compared OMol25 structures with the same formula, charge and spin: 3.796 eV
- Multiplicity: 3
- Charge: +1
- Frontier orbital gap (alpha / beta): 6.7927 / 9.4317 eV
- DFT total energy: -286.6418 a.u.
- LUMO (alpha / beta): -5.23 / -7.21 eV
- Molar mass: 86.1 u

Geometry (Å):
1 O 2.74 0.36 0.33
2 C 0.85 -1.17 0.02
3 H 0.62 -2.17 0.33
4 H -1.83 -0.97 1.04
5 H 3.07 1.22 0.01
6 H 2.14 -0.26 -2.23
7 N 0.33 -0.02 -0.12
8 C -0.83 0.73 0.14
9 H -2.38 -0.59 -0.60
10 H -2.87 0.43 0.76
11 C 1.80 -0.18 -0.42
12 C -2.05 -0.16 0.34
13 H -0.63 1.33 1.05
14 H -0.98 1.45 -0.67



C11H14MnN3O2S | wB97M-V/def2-TZVPD

- Highest occupied orbital energy (alpha / beta): -12.01 / -12.26 eV
- Energy above the lowest of the compared OMol25 structures with the same formula, charge and spin: 0.000 eV
- Multiplicity: 4
- Charge: +1
- Frontier orbital gap (alpha / beta): 5.6152 / 7.4224 eV
- DFT total energy: -2291.2427 a.u.
- LUMO (alpha / beta): -6.39 / -4.84 eV
- Molar mass: 307.3 u

Geometry (Å):
1 H -2.33 -1.09 3.21
2 C 1.45 2.11 -1.62
3 C 1.01 2.50 -0.22
4 N 2.03 -0.98 1.41
5 H -0.07 2.37 -0.11
6 H 1.10 3.96 -2.63
7 H -3.50 -1.84 -1.56
8 C -4.22 -1.69 0.46
9 O 1.10 0.73 -1.88
10 H -4.67 -1.50 2.56
11 N 4.26 -1.20 1.07
12 C -1.58 -1.21 1.19
13 C -3.90 -1.48 1.81
14 O -0.99 -1.40 -1.10
15 C -2.60 -1.25 2.18
16 C -1.93 -1.43 -0.16
17 C 0.78 2.92 -2.71
18 N 0.80 -0.95 0.81
19 H 1.06 2.56 -3.70
20 S 2.82 -1.56 -1.11
21 H 4.40 -1.04 2.05
22 H 1.53 1.91 0.53
23 Mn 0.66 -0.75 -1.10
24 H 1.24 3.55 -0.05
25 H 5.04 -1.47 0.50
26 H -0.01 -1.00 2.66
27 H 2.53 2.16 -1.72
28 C 3.01 -1.21 0.58
29 H -5.25 -1.88 0.19
30 C -0.23 -1.04 1.60
31 H -0.30 2.88 -2.62
32 C -3.26 -1.67 -0.52



CH2N2O3S | wB97M-V/def2-TZVPD

- Highest occupied orbital energy: -9.00 eV
- Energy above the lowest of the compared OMol25 structures with the same formula, charge and spin: 3.711 eV
- Multiplicity: 1
- Charge: 0
- Frontier orbital gap: 9.0757 eV
- DFT total energy: -772.5705 a.u.
- LUMO: 0.07 eV
- Molar mass: 122.1 u

Geometry (Å):
1 N -0.59 1.03 1.00
2 O 0.66 2.17 -1.03
3 S -0.22 2.49 0.56
4 C -0.47 -0.15 0.57
5 N 0.39 2.79 -2.12
6 O -0.50 3.58 -2.23
7 O 0.48 -0.53 -0.29
8 H 1.19 0.09 -0.54
9 H -0.96 -1.08 0.82



C2H5NO3 | wB97M-V/def2-TZVPD

- Highest occupied orbital energy: -10.28 eV
- Energy above the lowest of the compared OMol25 structures with the same formula, charge and spin: 3.166 eV
- Multiplicity: 1
- Charge: 0
- Frontier orbital gap: 10.7933 eV
- DFT total energy: -359.5930 a.u.
- LUMO: 0.51 eV
- Molar mass: 91.1 u

Geometry (Å):
1 O 0.84 -1.34 -0.06
2 O -1.65 -0.49 0.71
3 H -2.35 -1.03 0.34
4 O 2.28 0.23 0.18
5 H 2.38 1.13 0.53
6 C -1.23 0.46 -0.24
7 N 0.20 1.01 0.01
8 H -1.83 1.37 -0.12
9 C 0.84 -0.04 -0.21
10 H 1.92 -1.45 0.15
11 H -1.40 0.14 -1.28